Record 1
2 unconnected molecules or ions with the total composition BH3OS in a non-equilibrium geometry, computed with ωB97M-V/def2-TZVPD.

Values from the calculation:
2S+1: 3
largest force on an atom: 2.63 eV/Å
relative energy (zero: lowest compared OMol25 entry of this formula, charge and spin): 186.1 kJ/mol
total energy: -13602.692 eV

Bonds (Å) are listed after each position.
Positions of all 6 atoms, in Å:
1 S -0.71019 0.25360 1.46317  B3 1.766, H6 1.399
2 O -0.18071 0.94363 -0.99509  B3 1.255
3 B 0.07176 0.08829 -0.11219  S1 1.766, O2 1.255, H5 1.310
4 H 0.18466 0.62696 -2.25031  no bonds
5 H 0.75384 -1.03043 -0.13227  B3 1.310
6 H -0.11935 -0.88205 2.02670  S1 1.399



Record 2
6 unconnected molecules or ions with the total composition C22H22Cl6N4 in a non-equilibrium geometry, computed with ωB97M-V/def2-TZVPD.

Values from the calculation:
largest force on an atom: 3.35 eV/Å
relative energy (zero: lowest compared OMol25 entry of this formula, charge and spin): 153.9 kJ/mol
total energy: -104263.170 eV

Bonds (Å) are listed after each position.
Positions of all 54 atoms, in Å:
1 Cl -2.84995 3.12609 -6.04672  C12 1.775
2 Cl -3.58029 -2.35199 -8.75884  C24 1.716
3 Cl -2.05301 -4.24306 -7.39064  C24 1.757
4 Cl -4.66487 5.26587 -5.07532  C12 1.777
5 Cl -2.18877 5.86124 -6.45517  C12 1.744
6 Cl -0.78754 -1.71034 -8.16380  C24 1.800
7 N 4.79329 -7.69392 -1.04559  C13 1.377, C30 1.371
8 N -0.40421 -0.70250 -2.46542  C21 1.374, C28 1.371
9 N -2.80381 -3.06153 9.60028  C17 1.362, C19 1.352
10 N 0.55604 8.30026 -2.42034  C14 1.382, C26 1.354
11 C 1.19796 8.46051 -0.06532  C14 1.409, C31 1.378, H47 1.080
12 C -2.98587 4.75873 -5.36348  Cl1 1.775, Cl4 1.777, Cl5 1.744, H46 1.090
13 C 4.38679 -6.40431 -1.30776  N7 1.377, C18 1.414, H34 1.080
14 C 1.31041 7.87663 -1.34246  N10 1.382, C11 1.409, H49 1.080
15 C 2.70538 -6.43951 0.48232  C18 1.416, C32 1.352, H35 1.080
16 C 0.21109 -0.77983 -0.12891  C22 1.347, C28 1.402, H52 1.080
17 C -1.51528 -3.48533 9.47206  N9 1.362, C23 1.386, H48 1.080
18 C 3.29431 -5.80619 -0.63885  C13 1.414, C15 1.416, H50 1.080
19 C -3.32406 -2.34942 8.57609  N9 1.352, C27 1.373, H39 1.080
20 C 1.15553 0.94671 -1.49234  C21 1.422, C22 1.398, H42 1.080
21 C 0.38704 0.41632 -2.56520  N8 1.374, C20 1.422, H36 1.080
22 C 1.04358 0.26901 -0.27529  C16 1.347, C20 1.398, H33 1.080
23 C -0.74580 -3.28979 8.33641  C17 1.386, C29 1.396, H37 1.080
24 C -2.30213 -2.51952 -7.62552  Cl2 1.716, Cl3 1.757, Cl6 1.800, H44 1.090
25 C -0.66885 9.68399 -0.89679  C26 1.383, C31 1.380, H53 1.080
26 C -0.43228 9.19073 -2.16654  N10 1.354, C25 1.383, H38 1.080
27 C -2.59490 -2.00225 7.46629  C19 1.373, C29 1.397, H54 1.080
28 C -0.51334 -1.27222 -1.22345  N8 1.371, C16 1.402, H43 1.080
29 C -1.30099 -2.50785 7.32142  C23 1.396, C27 1.397, H51 1.080
30 C 4.13433 -8.37325 -0.05408  N7 1.371, C32 1.440, H40 1.080
31 C 0.17673 9.36177 0.14567  C11 1.378, C25 1.380, H45 1.080
32 C 3.11708 -7.70622 0.71689  C15 1.352, C30 1.440, H41 1.080
33 H 1.54214 0.63023 0.61205  C22 1.080
34 H 4.95568 -5.94961 -2.10526  C13 1.080
35 H 1.91793 -5.98178 1.06269  C15 1.080
36 H 0.60059 0.90724 -3.50318  C21 1.080
37 H 0.28013 -3.60647 8.21988  C23 1.080
38 H -1.14581 9.39283 -2.95166  C26 1.080
39 H -4.35109 -2.08122 8.77529  C19 1.080
40 H 4.50869 -9.36640 0.14577  C30 1.080
41 H 2.73099 -8.23450 1.57610  C32 1.080
42 H 1.84593 1.77214 -1.58408  C20 1.080
43 H -1.08991 -2.18026 -1.12632  C28 1.080
44 H -2.64287 -1.98412 -6.73932  C24 1.090
45 H -0.11106 9.65535 1.14436  C31 1.080
46 H -2.50568 4.70782 -4.38628  C12 1.090
47 H 1.84706 8.04595 0.69179  C11 1.080
48 H -1.10710 -4.13792 10.22964  C17 1.080
49 H 2.07809 7.13338 -1.49941  C14 1.080
50 H 2.99106 -4.83740 -1.00745  C18 1.080
51 H -0.73077 -2.39496 6.41119  C29 1.080
52 H 0.20581 -1.30418 0.81525  C16 1.080
53 H -1.48602 10.35632 -0.68086  C25 1.080
54 H -3.08722 -1.36121 6.74998  C27 1.080



Record 3
2 unconnected molecules or ions with the total composition C4H3O3 in a non-equilibrium geometry, computed with ωB97M-V/def2-TZVPD.

Values from the calculation:
largest force on an atom: 4.14 eV/Å
relative energy (zero: lowest compared OMol25 entry of this formula, charge and spin): 78.7 kJ/mol
net charge: -1
total energy: -10338.318 eV

Bonds (Å) are listed after each position.
Positions of all 10 atoms, in Å:
1 O 0.14326 -1.03004 4.85850  C6 1.164
2 O 1.66790 0.30347 0.80193  C4 1.230
3 O -1.01635 0.55280 3.63360  C6 1.153
4 C 1.08989 0.22886 -0.28156  O2 1.230, C7 1.232
5 C -0.34582 -0.00311 -2.74096  C7 1.633, H8 1.138, H9 1.068, H10 1.073
6 C -0.40982 -0.25147 4.19385  O1 1.164, O3 1.153
7 C 0.54206 0.18872 -1.38451  C4 1.232, C5 1.633
8 H -1.47486 -0.09367 -2.63263  C5 1.138
9 H 0.04540 -0.85756 -3.24907  C5 1.068
10 H -0.24166 0.96199 -3.19917  C5 1.073



Which formula does entry 3 have?
C4H3O3



The lowest relative energy (zero: lowest compared OMol25 entry of this formula, charge and spin) belongs to which entry?
C4H3O3